[1]
ORCA calculation (ωB97M-V/def2-TZVPD) on a cluster of 2 separate species, C12H16ClI2NO9 in total in a non-equilibrium geometry.

Structure (XYZ):
```
41
Properties=species:S:1:pos:R:3:forces:R:3:lowdin_charge:R:1
I -4.630 1.121 1.013 0.24 0.13 0.20 0.88
I -1.747 2.674 -0.998 0.17 -0.01 0.18 0.98
Cl 3.924 3.644 -1.135 0.34 0.23 -0.07 0.64
O 3.551 3.921 -2.503 -0.12 -0.10 0.05 -0.38
O 1.609 0.586 1.484 -0.52 -0.85 0.17 0.06
O 4.790 2.489 -1.089 -0.05 -0.02 0.14 -0.38
O 2.722 3.376 -0.356 -0.05 0.00 0.09 -0.41
O -1.429 -4.294 -2.129 -0.54 -0.97 0.57 -0.13
O 0.501 -0.498 3.101 -0.18 0.31 -1.02 0.16
O 2.663 0.760 -2.008 -0.16 -0.29 0.14 -0.03
O 4.604 4.782 -0.573 -0.09 -0.01 0.00 -0.36
O -0.810 -3.578 -3.166 0.24 1.07 -0.42 0.00
N -1.937 -1.879 -0.953 -0.32 0.00 -0.34 0.19
C -1.357 0.002 0.346 0.78 0.24 0.79 -0.23
C -0.331 -0.770 0.893 0.60 0.07 0.44 -0.02
C -0.949 -2.612 -0.452 0.32 -1.51 -0.03 -0.16
C -0.132 -2.085 0.493 0.21 0.49 0.47 0.07
C 0.635 -0.213 1.935 0.39 -0.03 0.76 -0.45
C -0.726 -4.035 -0.930 0.81 0.61 -0.83 -0.10
C -2.137 -0.617 -0.584 -1.03 0.87 -0.31 -0.07
C 2.264 0.134 0.274 1.32 0.73 -1.19 -0.10
C -2.683 1.713 1.750 0.61 0.28 0.43 -0.79
C -2.430 1.148 3.169 -0.66 0.44 0.10 -0.13
C 1.704 0.789 -0.989 -1.36 -0.76 0.31 -0.28
C -1.525 1.450 0.765 -0.50 -0.44 -0.44 -0.70
H -2.766 1.917 3.875 0.05 -0.18 -0.07 0.08
H 1.337 1.788 -0.726 0.40 0.00 -0.15 0.07
H 2.318 -0.958 0.192 -0.30 0.13 0.27 0.13
H -2.752 2.798 1.853 -0.14 -0.16 -0.27 0.06
H -2.949 -0.060 -1.039 0.11 -0.32 -0.22 0.06
H -0.954 -4.779 -0.163 -0.45 0.06 -0.26 0.15
H -2.537 -2.275 -1.671 0.16 -0.15 0.01 0.19
H 3.305 0.472 0.339 -0.25 0.12 0.23 0.15
H 0.823 0.195 -1.323 0.08 0.17 0.09 0.11
H -3.051 0.276 3.385 0.45 -0.13 -0.11 0.06
H -0.167 -4.165 -3.597 -0.22 -0.40 0.32 0.12
H -1.374 0.974 3.389 -0.18 -0.16 -0.19 0.07
H 0.681 -2.678 0.900 -0.10 0.06 -0.01 0.16
H 0.345 -4.130 -1.163 -0.11 0.01 0.31 0.15
H -0.578 1.757 1.221 -0.30 0.26 -0.04 0.09
H 2.174 0.859 -2.830 0.32 0.23 -0.11 0.10
```
Positions in Å, forces in eV/Å.

maximum force	1.922	eV Å⁻¹
charge	0
gap between HOMO and LUMO	5.501	eV



[2]
ORCA calculation (ωB97M-V/def2-TZVPD) on a cluster of 2 separate species, C12H16ClN2O4 in total.

Structure (XYZ):
```
35
Properties=species:S:1:pos:R:3:forces:R:3:lowdin_charge:R:1
Cl -2.587 -2.252 3.149 0.03 0.00 -0.02 0.76
O 3.432 4.155 -0.731 0.00 -0.06 -0.06 0.10
O 0.336 -1.170 -0.997 -0.07 -0.01 -0.06 -0.09
O 1.289 4.156 -0.943 -0.05 -0.07 -0.11 0.07
O -2.403 0.001 1.891 0.02 -0.40 -0.07 0.07
N -2.262 -1.607 -2.000 0.20 0.03 0.04 0.10
N 2.323 3.775 -0.429 0.04 0.20 0.17 -0.35
C 1.995 0.909 2.653 0.03 0.04 -0.03 -0.06
C -2.149 -1.924 0.481 0.02 -0.06 -0.14 -0.13
C 2.212 2.790 0.663 0.00 -0.10 0.01 -0.14
C 0.955 2.351 1.033 -0.12 -0.05 0.01 -0.02
C 0.182 -1.779 -2.261 0.04 -0.08 -0.15 -0.16
C 0.851 1.398 2.033 0.06 -0.06 0.09 -0.08
C -2.372 -1.185 1.786 -0.03 0.34 0.00 -0.81
C 3.363 2.328 1.273 0.10 -0.06 0.02 0.01
C -2.049 -0.917 -0.668 0.15 0.15 0.39 -0.21
C -0.687 -0.224 -0.767 -0.10 0.02 -0.12 -0.14
C -1.132 -2.549 -2.332 0.16 -0.25 0.04 -0.07
C 3.246 1.379 2.278 -0.06 -0.01 0.00 -0.05
H -0.124 1.037 2.334 0.00 0.09 0.07 0.09
H -1.240 -2.527 0.587 -0.10 0.13 -0.01 0.13
H -0.713 0.517 -1.586 0.03 -0.07 0.13 0.15
H 0.077 2.751 0.547 0.04 0.07 -0.02 0.12
H 0.241 -1.025 -3.063 -0.05 -0.08 0.12 0.14
H -1.135 -3.355 -1.595 -0.12 0.16 -0.07 0.14
H -3.160 -2.093 -2.027 -0.01 0.03 -0.02 0.19
H -2.273 -0.879 -2.720 -0.20 -0.05 -0.01 0.19
H -2.826 -0.158 -0.542 0.02 -0.13 -0.21 0.17
H 4.329 2.698 0.964 -0.03 0.04 -0.04 0.12
H -0.468 0.315 0.155 -0.02 -0.20 -0.11 0.11
H 4.136 1.007 2.767 0.01 0.01 0.00 0.11
H -1.321 -2.980 -3.317 0.04 0.15 0.07 0.15
H -2.982 -2.627 0.350 0.08 0.10 0.02 0.13
H 1.005 -2.484 -2.406 -0.10 0.14 0.08 0.15
H 1.910 0.167 3.437 0.00 0.01 0.01 0.11
```
Positions in Å, forces in eV/Å.

maximum force	0.441	eV Å⁻¹
charge	+1
gap between HOMO and LUMO	8.825	eV